[1]
DFT (ωB97M-V with the def2-TZVPD basis set) results for a structure of composition C28H37BrCl3GeIrN3Si.

Results
Energy above the lowest of the compared OMol25 structures with the same formula, charge and spin: 58.40 kcal per mole
2S+1: 2
Total charge: +2

Each line ends with the Mulliken charge.
CARTESIAN COORDINATES (ANGSTROEM)
Ir1 1.771 0.378 -1.030  1.05
N1 9.312 -0.169 5.963  -0.42
C1 8.492 -0.200 5.167  -0.18
C2 7.475 -0.210 4.179  0.54
C3 7.254 0.938 3.420  -0.87
C4 6.259 0.942 2.462  -0.09
C5 5.461 -0.185 2.281  -0.55
C6 5.681 -1.326 3.049  -0.15
C7 6.691 -1.348 3.991  -0.87
C8 4.342 -0.179 1.308  0.81
C9 4.667 -0.258 -0.048  0.46
C10 5.999 -0.343 -0.575  -0.40
C11 5.885 -0.503 -1.928  -1.02
C12 4.491 -0.520 -2.213  -0.28
N2 3.771 -0.365 -1.114  -0.21
C13 3.059 -0.123 1.865  0.44
C14 2.748 -0.100 3.262  -0.62
C15 1.387 -0.005 3.365  -1.24
C16 0.890 0.040 2.034  0.01
N3 1.869 -0.036 1.155  -0.07
H1 7.869 1.810 3.580  0.48
H2 6.088 1.831 1.875  0.56
H3 5.068 -2.202 2.896  0.54
H4 6.878 -2.240 4.570  0.49
H5 6.898 -0.302 0.009  0.57
H6 6.669 -0.605 -2.652  0.48
H7 4.038 -0.672 -3.179  0.54
H8 3.461 -0.148 4.059  0.58
H9 0.796 0.039 4.257  0.49
H10 -0.137 0.125 1.728  0.14
C17 -5.003 1.938 -0.191  -1.71
C18 -3.595 1.711 -0.765  2.41
C19 -3.411 2.618 -1.984  -1.95
C20 -2.533 2.107 0.267  -1.63
Si1 -3.456 -0.213 -1.198  -1.44
Br1 -0.408 -0.443 -1.545  0.06
C21 -3.698 -1.546 0.229  2.35
C22 -3.429 -0.931 1.610  -1.53
C23 -5.154 -2.043 0.194  -1.82
C24 -2.758 -2.747 0.077  -1.60
C25 -3.852 -0.754 -3.077  2.16
C26 -5.329 -0.442 -3.328  -1.68
C27 -3.584 -2.249 -3.242  -1.83
C28 -2.972 0.001 -4.067  -1.62
H11 -5.114 2.992 0.053  0.50
H12 -5.175 1.371 0.718  0.34
H13 -5.775 1.686 -0.912  0.40
H14 -3.496 3.652 -1.659  0.60
H15 -4.178 2.460 -2.736  0.40
H16 -2.424 2.500 -2.420  0.29
H17 -2.627 3.172 0.463  0.55
H18 -1.530 1.933 -0.113  0.11
H19 -2.659 1.591 1.210  0.32
H20 -4.112 -0.121 1.844  0.36
H21 -2.405 -0.581 1.691  0.00
H22 -3.572 -1.700 2.366  0.60
H23 -5.862 -1.229 0.321  0.42
H24 -5.305 -2.742 1.012  0.52
H25 -5.382 -2.569 -0.728  0.35
H26 -1.719 -2.440 0.115  0.30
H27 -2.921 -3.290 -0.845  0.31
H28 -2.939 -3.437 0.898  0.54
H29 -5.981 -0.951 -2.624  0.38
H30 -5.595 -0.790 -4.325  0.51
H31 -5.532 0.625 -3.296  0.33
H32 -4.268 -2.861 -2.662  0.37
H33 -2.556 -2.493 -2.988  0.34
H34 -3.731 -2.513 -4.288  0.59
H35 -3.105 1.074 -4.023  0.32
H36 -3.239 -0.309 -5.076  0.55
H37 -1.925 -0.236 -3.913  0.36
Cl1 0.120 3.978 -2.207  -0.18
Ge1 1.745 2.918 -1.260  0.56
Cl2 3.577 3.639 -2.151  -0.21
Cl3 1.736 3.598 0.815  -0.23

---

[2]
DFT (ωB97M-V with the def2-TZVPD basis set) results for a structure of composition C18H23F6N2O8TbTe.

Results
Energy above the lowest of the compared OMol25 structures with the same formula, charge and spin: 86.25 kcal per mole
2S+1: 7

Each line ends with the Mulliken charge.
CARTESIAN COORDINATES (ANGSTROEM)
Tb1 0.172 -0.445 0.032  0.30
C1 -2.532 -1.024 -2.213  -1.11
O1 -1.939 0.022 -1.437  0.89
C2 -2.860 1.070 -1.213  -0.99
C3 -2.175 2.231 -0.501  -0.68
O2 -1.113 1.802 0.346  -0.28
C4 -1.326 1.646 1.737  -0.49
C5 -2.473 0.698 2.044  -0.77
O3 -2.314 -0.400 1.186  0.52
C6 -3.037 -1.559 1.587  -1.07
H1 -2.790 -0.648 -3.205  0.33
H2 -1.801 -1.822 -2.296  0.18
H3 -3.433 -1.390 -1.711  0.31
H4 -3.236 1.438 -2.175  0.56
H5 -3.709 0.685 -0.638  0.33
H6 -1.705 2.887 -1.229  0.37
H7 -2.907 2.814 0.064  0.41
H8 0.289 1.336 2.927  0.40
H9 -1.472 2.614 2.228  0.58
H10 -2.393 0.401 3.096  0.43
H11 -3.444 1.187 1.888  0.43
H12 -4.113 -1.365 1.541  0.29
H13 -2.771 -2.355 0.897  0.25
H14 -2.750 -1.858 2.596  0.29
O4 2.351 -5.358 2.480  -0.51
C7 2.409 -5.015 1.183  0.26
O5 2.226 -5.803 0.304  -0.51
C8 2.793 -3.593 0.920  0.35
C9 3.834 -2.887 1.486  -0.89
N1 3.830 -1.663 0.923  -0.20
N2 2.830 -1.509 0.036  0.05
C10 2.213 -2.690 0.005  0.80
C11 1.161 -2.937 -1.079  0.25
O6 1.523 -3.610 -2.012  -0.59
O7 0.026 -2.321 -0.927  -0.42
H15 2.107 -4.587 3.026  0.44
H16 4.566 -3.176 2.222  0.45
H17 4.441 -0.888 1.121  0.17
F1 -0.228 -1.846 1.846  -0.69
Te1 1.560 -1.362 2.970  1.95
F2 1.156 -3.144 3.619  -0.55
F3 2.849 -1.538 4.351  -0.39
F4 2.092 0.557 3.219  -0.62
F5 0.258 -0.833 4.196  -0.40
O8 -0.104 1.060 2.087  -0.23
F6 -1.554 0.205 -6.220  -0.39
C12 -0.797 0.396 -5.112  0.44
C13 -0.857 1.613 -4.463  -0.74
C14 -0.091 1.795 -3.321  -0.31
C15 0.726 0.782 -2.803  0.40
C16 1.475 0.943 -1.537  -1.60
C17 0.777 -0.421 -3.523  -0.09
C18 0.021 -0.623 -4.668  -0.85
H18 -1.476 2.404 -4.866  0.47
H19 -0.102 2.762 -2.829  0.61
H20 1.554 1.994 -1.251  0.45
H21 2.472 0.510 -1.621  0.54
H22 1.421 -1.224 -3.183  0.40
H23 0.064 -1.558 -5.210  0.49

---

[3]
DFT (ωB97M-V with the def2-TZVPD basis set) results for the molecule C5H3NO.

Results
Structure (SMILES): C#CCC(=O)C#N
Energy above the lowest of the compared OMol25 structures with the same formula, charge and spin: 63.07 kcal per mole
2S+1: 1

Each line ends with the Mulliken charge.
CARTESIAN COORDINATES (ANGSTROEM)
C1 -0.971 -0.024 -1.985  0.01
C2 -0.013 0.540 -1.508  -0.54
C3 0.551 0.806 -0.180  -0.31
C4 -0.015 -0.324 0.698  0.56
O1 -1.015 -0.938 0.426  -0.42
C5 0.618 -0.756 1.944  0.06
N1 0.973 -1.289 2.908  -0.35
H1 -1.889 -0.544 -2.122  0.36
H2 1.631 0.926 -0.068  0.39
H3 0.113 1.751 0.177  0.25

---

[4]
DFT (ωB97M-V with the def2-TZVPD basis set) results for the molecule C6H9IO2P2.

Results
2S+1: 3

Each line ends with the Mulliken charge.
CARTESIAN COORDINATES (ANGSTROEM)
C1 -0.961 0.180 0.263  0.34
C2 0.307 0.624 0.230  -0.34
C3 -3.377 0.268 -0.209  -1.18
C4 3.608 -2.342 -1.209  -1.35
C5 -2.220 1.013 0.471  -0.07
C6 3.143 -0.965 -1.039  -0.02
O1 -1.167 -1.097 -0.007  -0.26
O2 -2.625 1.120 1.822  -0.52
P1 1.547 -0.679 -0.046  0.15
P2 0.102 -2.179 -0.163  -0.21
I1 4.564 0.579 -0.706  0.05
H1 -4.326 0.747 -0.108  0.36
H2 -3.401 -0.790 0.205  0.23
H3 -3.223 0.196 -1.211  0.38
H4 3.912 -2.766 -0.289  0.40
H5 2.932 -2.955 -1.682  0.44
H6 4.562 -2.277 -1.610  0.43
H7 -2.003 1.930 -0.007  0.47
H8 0.482 1.692 0.539  0.29
H9 -2.520 0.197 2.102  0.41

---

[5]
DFT (ωB97M-V with the def2-TZVPD basis set) results for the molecule C8H14Se.

Results
Structure (SMILES): CC1=C(C)C[C@H](C)[Se]C1
Energy above the lowest of the compared OMol25 structures with the same formula, charge and spin: 0.00 kcal per mole
2S+1: 1

Each line ends with the Mulliken charge.
CARTESIAN COORDINATES (ANGSTROEM)
C1 2.513 1.117 0.463  -1.43
C2 1.255 0.277 0.076  0.34
C3 0.216 0.074 0.900  1.18
C4 0.210 0.868 2.185  -1.55
C5 -0.972 -0.829 0.497  -0.88
C6 -1.372 -0.534 -1.016  -0.17
C7 -2.786 -1.036 -1.387  -1.30
Se1 0.066 -1.277 -2.166  0.02
C8 1.328 -0.092 -1.462  -0.98
H1 3.048 1.444 -0.429  0.37
H2 3.144 0.201 0.960  0.25
H3 2.301 2.011 1.055  0.38
H4 -0.794 0.839 2.672  0.38
H5 0.431 1.862 1.901  0.38
H6 0.875 0.424 2.960  0.26
H7 -0.639 -1.872 0.546  0.37
H8 -1.811 -0.686 1.300  0.26
H9 -1.350 0.589 -1.098  0.35
H10 -2.941 -2.030 -0.981  0.33
H11 -2.887 -1.104 -2.467  0.39
H12 -3.570 -0.335 -0.949  0.31
H13 1.520 0.870 -2.075  0.36
H14 2.212 -0.780 -1.487  0.38

---

[6]
DFT (ωB97M-V with the def2-TZVPD basis set) results for a cluster of 2 separate species, C2H3OP in total.

Results
Energy above the lowest of the compared OMol25 structures with the same formula, charge and spin: 84.31 kcal per mole
2S+1: 1

Each line ends with the Mulliken charge.
CARTESIAN COORDINATES (ANGSTROEM)
C1 -0.196 0.889 -0.127  -0.29
C2 0.248 -0.521 -0.261  -0.35
O1 -0.898 -1.191 -0.050  -0.34
P1 -1.776 0.306 0.089  0.05
H1 0.192 1.819 -0.147  0.44
H2 1.120 -1.003 -0.736  0.40
H3 1.311 -0.300 1.232  0.09

---

[7]
DFT (ωB97M-V with the def2-TZVPD basis set) results for a cluster of 8 separate species, C24H69O29P7 in total.

Results
Structure (SMILES): COP(=O)(OC)OC.COP(=O)(OC)OC.COP(=O)(OC)OC.COP(=O)(OC)OC.COP(=O)(OC)OC.COP(=O)(OC)OC.COP(=O)(OC)OC.CC(C)=O
Energy above the lowest of the compared OMol25 structures with the same formula, charge and spin: 416.53 kcal per mole
2S+1: 1

Each line ends with the Mulliken charge.
CARTESIAN COORDINATES (ANGSTROEM)
C1 6.932 4.256 -0.020  -0.72
O1 6.643 4.186 1.348  -0.50
P1 5.413 3.246 2.000  0.57
O2 5.210 2.040 1.085  0.14
O3 6.015 2.730 3.458  -0.37
C2 7.384 2.325 3.634  -0.42
O4 4.170 4.175 2.257  -0.34
C3 3.119 3.759 3.064  -0.71
H1 7.338 5.025 -0.504  0.56
H2 6.106 4.048 -0.716  0.22
H3 7.635 3.481 -0.213  0.17
H4 7.411 1.305 3.005  0.07
H5 7.636 2.112 4.610  0.35
H6 7.907 2.937 2.980  0.29
H7 2.699 2.652 2.937  0.16
H8 2.460 4.552 3.305  0.48
H9 3.287 3.869 4.225  0.22
C4 -2.651 0.441 -2.807  -0.32
O5 -3.830 1.146 -3.046  -0.31
P2 -4.802 0.624 -4.357  0.76
O6 -4.582 1.507 -5.479  -0.78
O7 -4.389 -0.867 -4.927  -0.21
C5 -4.089 -1.028 -6.307  -0.84
O8 -6.337 0.636 -3.984  -0.20
C6 -6.858 1.473 -2.926  -0.95
H10 -1.957 0.564 -3.638  0.45
H11 -2.884 -0.670 -2.824  0.29
H12 -1.964 0.664 -1.874  -0.08
H13 -4.975 -0.974 -6.874  0.36
H14 -3.851 -1.963 -6.470  0.40
H15 -3.364 -0.252 -6.753  0.21
H16 -7.112 2.334 -3.474  0.41
H17 -6.147 1.324 -1.864  0.22
H18 -7.758 1.484 -2.639  0.45
C7 -4.495 -3.827 0.231  -1.28
O9 -4.154 -2.424 0.153  -0.07
P3 -5.203 -1.309 -0.580  0.66
O10 -4.964 -1.338 -1.993  -0.19
O11 -6.625 -1.852 -0.277  -0.43
C8 -7.791 -1.148 -0.745  -0.53
O12 -5.179 0.220 -0.120  -0.07
C9 -3.928 0.633 0.494  -0.13
H19 -3.854 -4.424 0.668  0.50
H20 -4.367 -4.124 -0.729  0.50
H21 -5.551 -4.110 0.530  0.22
H22 -8.834 -1.663 -0.442  0.23
H23 -8.004 -1.354 -1.782  0.25
H24 -7.755 -0.011 -0.279  0.20
H25 -2.946 0.059 0.254  -0.03
H26 -3.721 0.767 1.624  -0.48
H27 -3.813 1.687 0.253  0.65
C10 -1.554 3.153 2.883  -0.99
O13 -1.681 2.069 3.711  -0.07
P4 -0.389 1.365 4.526  0.59
O14 0.303 2.446 5.128  -0.78
O15 -0.908 0.366 5.633  -0.34
C11 -1.658 0.877 6.648  -1.30
O16 0.639 0.478 3.640  0.72
C12 1.850 0.001 4.101  -1.19
H28 -1.156 2.866 1.950  0.36
H29 -0.985 3.982 3.452  0.26
H30 -2.473 3.414 2.451  0.39
H31 -2.424 1.269 6.351  0.54
H32 -1.031 1.790 7.147  0.24
H33 -1.974 0.164 7.217  0.53
H34 2.463 0.749 4.354  0.60
H35 2.310 -0.587 3.350  0.11
H36 1.783 -0.736 4.797  0.40
C13 5.328 -1.190 1.154  -0.90
O17 5.532 -0.595 -0.108  -0.20
P5 6.749 0.237 -0.410  1.08
O18 7.714 -0.619 -1.206  -0.87
O19 6.496 1.418 -1.479  -0.31
C14 5.269 1.278 -2.255  -0.63
O20 7.714 0.706 0.915  -0.19
C15 9.007 1.107 0.707  -0.80
H37 5.416 -0.482 1.876  0.35
H38 5.988 -1.953 1.115  0.51
H39 4.487 -1.640 1.293  0.18
H40 4.608 1.600 -1.511  0.19
H41 5.211 0.168 -2.620  0.32
H42 5.171 2.121 -2.930  0.28
H43 9.352 1.134 -0.366  0.29
H44 9.614 0.573 1.389  0.34
H45 9.095 2.184 1.159  0.19
C16 -2.145 -1.422 2.643  0.14
O21 -1.170 -0.718 1.802  0.70
P6 -0.339 -1.823 0.815  -0.24
O22 -0.754 -1.702 -0.603  -0.25
O23 1.066 -1.268 1.053  0.19
C17 1.621 -0.175 0.283  -0.58
O24 -0.291 -3.368 1.355  -0.35
C18 0.842 -4.090 1.394  -0.73
H46 -2.709 -0.597 3.223  -0.59
H47 -1.283 -1.926 3.194  0.52
H48 -2.809 -1.967 1.887  -0.14
H49 1.620 0.650 1.072  0.04
H50 1.135 0.156 -0.640  0.26
H51 2.556 -0.501 -0.235  0.19
H52 1.392 -3.847 2.257  0.33
H53 1.321 -4.263 0.378  0.27
H54 0.699 -5.188 1.601  0.26
C19 0.506 -2.859 -3.453  -0.46
O25 1.227 -3.155 -4.621  -0.31
P7 1.706 -2.075 -5.625  0.72
O26 3.047 -1.694 -5.136  -0.62
O27 1.930 -2.907 -7.082  -0.40
C20 3.116 -3.554 -7.249  -0.59
O28 0.726 -0.845 -5.624  -0.09
C21 -0.156 -0.568 -6.648  -0.74
H55 1.222 -2.309 -2.693  0.25
H56 0.321 -3.686 -2.940  0.43
H57 -0.533 -2.314 -3.613  0.13
H58 4.039 -3.105 -7.589  0.25
H59 2.931 -4.288 -8.042  0.25
H60 3.304 -4.153 -6.239  0.23
H61 0.458 -0.043 -7.332  0.38
H62 -0.980 -0.018 -6.262  0.11
H63 -0.526 -1.432 -7.141  0.42
C22 -6.575 0.547 2.862  -0.61
C23 -5.492 -0.267 3.548  0.72
C24 -5.080 0.245 4.992  -0.89
O29 -5.214 -1.395 3.112  -0.50
H64 -7.633 0.544 3.376  0.46
H65 -6.776 0.024 1.769  -0.06
H66 -6.148 1.597 2.660  0.20
H67 -4.181 -0.450 5.262  0.25
H68 -6.108 0.445 5.709  0.34
H69 -4.443 1.141 4.924  0.17

---

[8]
DFT (ωB97M-V with the def2-TZVPD basis set) results for a structure of composition C26H43BeCl3N3O3Si.

Results
Energy above the lowest of the compared OMol25 structures with the same formula, charge and spin: 1.83 kcal per mole
2S+1: 1
Total charge: -1

Each line ends with the Mulliken charge.
CARTESIAN COORDINATES (ANGSTROEM)
C1 -1.247 -1.768 -3.449  -1.58
C2 -0.973 -2.869 -2.466  0.63
H1 -0.737 -1.907 -4.411  0.40
H2 -0.918 -0.800 -3.044  0.00
H3 -2.335 -1.693 -3.616  0.25
C3 -0.490 -4.082 -2.798  -0.17
C4 -0.266 -4.565 -4.195  -1.41
H4 -0.262 -4.810 -2.013  0.43
H5 -0.469 -3.780 -4.942  0.32
H6 -0.926 -5.424 -4.417  0.32
H7 0.771 -4.917 -4.349  0.25
Be1 -0.716 -0.029 -0.324  0.72
Cl1 -2.650 0.417 -0.215  -0.62
Cl2 0.289 1.157 -1.706  -0.68
H8 0.635 4.756 3.074  0.31
H9 -1.709 5.555 1.992  0.31
C5 0.891 4.461 2.046  -0.95
C6 -1.249 5.209 1.054  -0.90
N1 -0.308 4.133 1.299  0.26
H10 1.554 3.587 2.067  0.22
C7 -0.538 2.844 0.955  0.38
O1 0.265 1.947 1.203  -0.67
H11 -2.030 4.832 0.380  0.25
H12 -1.501 2.657 0.430  -0.09
H13 1.403 5.305 1.569  0.33
H14 -0.739 6.065 0.589  0.29
H15 2.074 -1.653 -3.608  0.32
H16 1.894 -3.743 -2.174  0.15
C8 2.603 -1.074 -2.838  -0.55
C9 2.917 -3.377 -1.965  -0.81
N2 2.916 -1.947 -1.732  0.46
H17 1.951 -0.249 -2.492  -0.24
C10 3.473 -1.439 -0.590  0.06
O2 3.571 -0.237 -0.333  -0.62
H18 3.293 -3.870 -1.058  0.30
H19 3.839 -2.240 0.093  0.28
H20 3.522 -0.639 -3.274  0.34
H21 3.559 -3.647 -2.824  0.37
O3 -0.225 -1.457 -0.847  -0.40
C11 -1.146 -2.454 -1.009  0.09
C12 0.199 -4.021 0.539  0.76
C13 -1.030 -3.567 0.064  -0.22
H22 1.110 -3.531 0.179  0.12
C14 0.261 -5.054 1.483  -0.88
H23 -2.172 -2.032 -0.928  0.34
C15 -2.202 -4.119 0.590  -0.25
H24 1.237 -5.392 1.841  0.38
C16 -0.916 -5.621 1.980  -0.48
C17 -2.153 -5.143 1.535  -0.69
H25 -3.165 -3.727 0.253  0.41
H26 -0.873 -6.422 2.715  0.37
H27 -3.075 -5.559 1.945  0.36
Si1 -0.346 4.233 -5.017  0.53
Cl3 -0.609 2.386 -5.960  -0.34
C18 1.490 4.449 -4.766  -0.88
C19 -1.332 4.010 -3.456  -0.38
C20 -0.981 5.650 -6.077  -0.98
H28 1.917 3.547 -4.313  0.24
H29 1.692 5.301 -4.106  0.31
H30 1.998 4.633 -5.721  0.27
H31 -0.372 5.793 -6.980  0.26
H32 -0.961 6.602 -5.527  0.32
H33 -2.015 5.489 -6.405  0.27
H34 -0.923 3.191 -2.845  -0.12
H35 -2.370 3.761 -3.714  0.29
H36 -1.329 4.935 -2.868  0.26
C21 0.982 -2.320 5.128  -1.61
C22 0.504 -1.733 3.821  1.44
C23 1.399 -1.136 2.946  -1.14
C24 0.946 -0.613 1.740  -0.32
N3 -0.357 -0.586 1.407  0.67
C25 -1.230 -1.137 2.253  -0.55
C26 -0.842 -1.738 3.456  -1.16
H37 1.959 -2.812 4.999  0.37
H38 1.120 -1.542 5.898  0.30
H39 0.267 -3.053 5.519  0.36
H40 2.470 -1.106 3.183  0.42
H41 1.633 -0.138 1.041  0.78
H42 -2.274 -1.079 1.966  0.43
H43 -1.583 -2.212 4.083  0.39

---

Number 1: F_max 4.17 eV/A, E_tot -7678.2051 a.u.. Number 2: F_max 2.18 eV/A, E_tot -3102.8648 a.u.. Number 3: F_max 1.36 eV/A, E_tot -322.1913 a.u.. Number 4: F_max 3.20 eV/A, E_tot -1364.7375 a.u.. Number 5: F_max 3.25 eV/A, E_tot -2714.5823 a.u.. Number 6: F_max 4.65 eV/A, E_tot -494.4292 a.u.. Number 7: F_max 10.51 eV/A, E_tot -5527.1459 a.u.. Number 8: F_max 1.57 eV/A, E_tot -3091.6618 a.u..